[1]
The following is a DFT calculation (ωB97M-V with the def2-TZVPD basis set) of 7 unconnected molecules or ions with the total composition C47H102N5O6 at a distorted geometry.

```
160
C47H102N5O6 (ωB97M-V with the def2-TZVPD basis set)
C -0.69 4.39 -3.76
C -1.68 3.48 -4.58
C -2.95 3.18 -3.83
C -2.76 2.65 -2.42
N -4.03 1.97 -1.83
C -4.36 0.62 -2.46
C -5.25 -0.06 -1.43
C -4.92 0.45 -0.07
C -3.78 1.49 -0.38
C -5.24 2.90 -1.86
H -1.19 5.31 -3.45
H -0.04 4.77 -4.55
H -0.18 3.96 -2.89
H -1.17 2.57 -4.91
H -1.96 4.12 -5.42
H -3.47 2.37 -4.34
H -3.76 3.88 -3.63
H -2.60 3.55 -1.83
H -1.96 1.92 -2.47
H -4.84 0.78 -3.42
H -3.41 0.14 -2.70
H -6.27 0.10 -1.79
H -5.16 -1.15 -1.44
H -5.73 0.90 0.51
H -4.45 -0.37 0.47
H -3.62 2.35 0.27
H -2.92 0.82 -0.31
H -5.66 3.01 -2.86
H -4.88 3.89 -1.58
H -6.03 2.58 -1.18
C 3.50 5.63 6.02
C 2.52 4.50 5.59
C 1.50 5.08 4.63
C 0.80 3.82 3.98
N -0.11 4.22 2.85
C -0.84 3.07 2.19
C -1.09 3.49 0.74
C -0.06 4.38 0.37
C 0.75 4.68 1.67
C -1.08 5.34 3.20
H 2.83 6.18 6.67
H 3.85 6.25 5.20
H 4.33 5.25 6.61
H 2.02 3.99 6.42
H 3.05 3.68 5.12
H 2.03 5.68 3.89
H 0.88 5.74 5.24
H 0.14 3.38 4.72
H 1.52 3.10 3.58
H -1.69 2.75 2.79
H -0.15 2.22 2.25
H -2.03 3.99 0.50
H -1.09 2.67 0.02
H -0.52 5.30 0.01
H 0.57 4.09 -0.48
H 0.95 5.75 1.66
H 1.67 4.10 1.69
H -1.77 5.17 4.02
H -1.58 5.47 2.24
H -0.47 6.22 3.41
C 1.53 -1.13 -4.14
C 0.17 -1.77 -4.01
C -0.71 -2.03 -5.28
C -2.21 -1.97 -5.01
N -3.09 -2.98 -5.81
C -4.51 -2.84 -5.44
C -5.19 -4.24 -5.76
C -4.12 -5.28 -5.59
C -2.80 -4.51 -5.42
C -2.93 -2.78 -7.31
H 2.10 -1.58 -4.96
H 2.03 -1.25 -3.18
H 1.52 -0.05 -4.28
H -0.43 -1.18 -3.32
H 0.21 -2.65 -3.37
H -0.40 -2.95 -5.76
H -0.46 -1.22 -5.96
H -2.59 -0.97 -5.23
H -2.35 -2.22 -3.96
H -4.93 -2.07 -6.09
H -4.72 -2.52 -4.42
H -5.57 -4.33 -6.78
H -5.96 -4.49 -5.03
H -4.02 -5.77 -6.56
H -4.35 -6.15 -4.97
H -2.05 -4.96 -6.08
H -2.42 -4.53 -4.40
H -2.02 -3.14 -7.79
H -3.06 -1.71 -7.52
H -3.66 -3.39 -7.84
C 4.24 -4.81 1.80
C 4.06 -3.26 1.99
C 4.48 -2.44 0.69
C 4.58 -0.89 0.95
N 5.11 -0.14 -0.32
C 4.27 -0.41 -1.65
C 5.25 -0.11 -2.76
C 6.51 -0.81 -2.20
C 6.52 -0.57 -0.70
C 4.78 1.34 0.04
H 5.29 -5.02 1.58
H 3.61 -5.13 0.97
H 3.93 -5.32 2.71
H 4.78 -3.03 2.77
H 3.05 -3.05 2.34
H 3.73 -2.58 -0.10
H 5.39 -2.87 0.27
H 5.24 -0.75 1.81
H 3.62 -0.54 1.33
H 3.39 0.22 -1.69
H 3.90 -1.43 -1.75
H 5.51 0.95 -2.77
H 5.20 -0.34 -3.82
H 7.49 -0.42 -2.48
H 6.37 -1.84 -2.53
H 7.15 0.26 -0.38
H 6.88 -1.36 -0.04
H 5.37 2.00 -0.60
H 5.21 1.65 0.99
H 3.70 1.49 -0.03
C 1.75 -2.12 7.50
C 0.38 -2.08 6.96
C 0.38 -2.22 5.44
C -0.97 -2.68 4.83
N -1.05 -3.13 3.34
C -0.59 -1.94 2.51
C -1.42 -1.93 1.22
C -2.79 -2.44 1.64
C -2.49 -3.34 2.81
C -0.11 -4.40 3.10
H 2.50 -1.56 6.94
H 2.04 -3.18 7.47
H 1.82 -1.73 8.51
H -0.13 -1.13 7.17
H -0.26 -2.82 7.43
H 1.13 -2.95 5.14
H 0.68 -1.28 4.96
H -1.65 -1.87 5.10
H -1.43 -3.47 5.42
H 0.46 -2.03 2.22
H -0.67 -1.03 3.11
H -0.91 -2.60 0.52
H -1.51 -0.93 0.80
H -3.19 -2.94 0.76
H -3.42 -1.63 2.01
H -2.62 -4.37 2.49
H -3.08 -3.31 3.72
H -0.45 -5.29 3.63
H 0.89 -4.14 3.46
H -0.22 -4.58 2.03
O 1.45 -0.94 -0.90
C 0.76 0.07 -0.46
O -0.22 0.45 -1.12
O 1.16 0.69 0.52
H 0.85 -0.97 -1.64
O 2.24 0.42 3.75
C 3.44 0.79 4.12
O 4.32 1.28 3.49
O 3.75 0.67 5.31
H 2.15 0.76 2.85
```

The HOMO energy is -10.73 eV. Its maximum force is 8.69 eV/Å. For the frontier orbital gap, the calculation gives 4.38 eV. The energy above the lowest of the compared OMol25 structures with the same formula, charge and spin comes out at 132.41 kcal/mol. As for the net charge: +3.

---

[2]
The following is a DFT calculation (ωB97M-V with the def2-TZVPD basis set) of a molecular structure, C47H105B3F12HgN5O at a distorted geometry.

```
174
C47H105B3F12HgN5O (ωB97M-V with the def2-TZVPD basis set)
Hg 0.51 -2.33 2.91
C 0.47 -1.36 -0.57
C 0.20 -0.18 0.38
O 0.24 -0.55 1.69
H -0.40 -2.03 -0.57
H 1.23 -2.06 -0.23
H 0.54 -1.03 -1.61
H -0.77 0.22 0.02
H 0.87 0.64 0.06
C -3.76 2.57 -0.36
C -3.95 4.03 -0.78
C -3.21 4.36 -2.09
N -3.33 5.75 -2.66
C -2.77 5.69 -4.06
C -2.92 6.98 -4.84
C -4.39 7.45 -4.83
C -4.92 7.51 -3.39
C -4.80 6.19 -2.65
C -2.49 6.71 -1.88
H -4.37 2.47 0.55
H -2.77 2.37 0.06
H -4.04 1.83 -1.11
H -3.43 4.56 0.02
H -4.99 4.34 -0.88
H -3.50 3.64 -2.85
H -2.15 4.18 -1.90
H -3.27 4.89 -4.61
H -1.74 5.34 -4.02
H -2.74 6.77 -5.90
H -2.21 7.76 -4.57
H -4.95 6.84 -5.54
H -4.43 8.49 -5.18
H -6.00 7.65 -3.52
H -4.60 8.36 -2.79
H -5.30 5.39 -3.19
H -4.99 6.32 -1.59
H -1.46 6.36 -1.89
H -2.93 6.77 -0.89
H -2.59 7.71 -2.29
C 5.00 -5.35 -6.55
C 5.02 -5.54 -5.02
C 3.98 -6.56 -4.61
N 3.71 -6.72 -3.13
C 4.93 -6.68 -2.21
C 5.38 -5.28 -1.83
C 4.23 -4.43 -1.29
C 3.11 -4.44 -2.30
C 2.57 -5.80 -2.66
C 3.17 -8.12 -2.91
H 4.07 -4.85 -6.83
H 5.07 -6.22 -7.20
H 5.75 -4.63 -6.87
H 4.75 -4.54 -4.70
H 6.02 -5.87 -4.74
H 4.26 -7.56 -4.94
H 3.01 -6.42 -5.08
H 5.71 -7.31 -2.61
H 4.58 -7.19 -1.31
H 5.88 -4.78 -2.66
H 6.18 -5.43 -1.11
H 4.54 -3.40 -1.09
H 3.96 -4.80 -0.30
H 3.35 -3.94 -3.24
H 2.30 -3.79 -1.96
H 1.85 -5.80 -3.47
H 2.16 -6.19 -1.73
H 3.96 -8.86 -2.89
H 2.46 -8.32 -3.71
H 2.51 -8.09 -2.04
C 3.39 -0.37 -3.30
C 4.00 0.77 -2.50
C 4.27 0.30 -1.07
N 4.70 1.38 -0.08
C 3.46 2.13 0.37
C 3.69 3.06 1.56
C 4.16 2.22 2.73
C 5.48 1.57 2.34
C 5.34 0.68 1.11
C 5.64 2.35 -0.71
H 3.27 0.00 -4.32
H 2.36 -0.50 -2.95
H 3.89 -1.32 -3.17
H 3.46 1.72 -2.55
H 4.97 0.89 -2.99
H 5.08 -0.43 -1.08
H 3.37 -0.11 -0.60
H 2.82 1.31 0.70
H 2.94 2.59 -0.46
H 2.82 3.69 1.75
H 4.45 3.81 1.33
H 3.40 1.48 2.99
H 4.26 2.83 3.64
H 5.88 1.05 3.21
H 6.30 2.26 2.12
H 4.76 -0.20 1.39
H 6.31 0.39 0.72
H 5.06 2.93 -1.42
H 6.40 1.79 -1.26
H 6.06 3.00 0.05
C 0.91 1.69 8.37
C -0.31 2.16 7.59
C 0.06 2.29 6.12
N -1.05 2.66 5.14
C -1.73 3.91 5.66
C -2.79 4.43 4.71
C -2.39 4.32 3.25
C -1.62 3.10 2.74
C -0.50 2.75 3.73
C -2.10 1.56 5.20
H 0.70 1.25 9.35
H 1.56 2.51 8.67
H 1.46 0.89 7.87
H -0.70 3.05 8.08
H -1.04 1.36 7.68
H 0.51 1.34 5.83
H 0.76 3.12 5.98
H -0.91 4.64 5.58
H -1.99 3.84 6.71
H -3.07 5.44 4.99
H -3.67 3.79 4.85
H -1.75 5.19 3.02
H -3.29 4.60 2.69
H -1.20 3.40 1.78
H -2.28 2.24 2.65
H 0.30 3.48 3.73
H -0.10 1.74 3.62
H -2.30 1.41 6.25
H -1.59 0.69 4.76
H -2.94 1.92 4.62
C -4.95 -0.41 3.36
C -5.06 -0.69 1.86
C -4.78 -2.13 1.54
N -4.65 -2.48 0.07
C -3.44 -1.77 -0.58
C -3.15 -2.26 -1.99
C -3.00 -3.77 -1.97
C -4.20 -4.50 -1.39
C -4.51 -4.00 0.00
C -5.82 -2.09 -0.75
H -5.14 0.63 3.60
H -4.01 -0.76 3.80
H -5.75 -0.96 3.87
H -4.39 0.01 1.35
H -6.10 -0.47 1.60
H -5.60 -2.78 1.86
H -3.85 -2.52 1.95
H -2.61 -2.07 0.06
H -3.67 -0.72 -0.47
H -2.19 -1.92 -2.37
H -3.86 -1.84 -2.70
H -2.12 -4.10 -1.40
H -2.73 -4.16 -2.95
H -3.98 -5.56 -1.35
H -5.06 -4.46 -2.07
H -3.75 -4.26 0.74
H -5.42 -4.39 0.46
H -5.92 -1.03 -0.94
H -6.71 -2.39 -0.19
H -5.94 -2.67 -1.67
B 0.37 -2.97 -4.40
F 0.37 -4.37 -4.21
F 1.64 -2.43 -4.15
F 0.09 -2.82 -5.76
F -0.56 -2.36 -3.53
B -0.07 -1.55 5.41
F -1.19 -2.03 4.67
F -0.41 -0.98 6.60
F 0.93 -2.50 5.52
F 0.50 -0.57 4.51
B 2.93 -3.34 2.36
F 1.90 -3.71 1.43
F 4.16 -3.69 1.86
F 2.81 -1.94 2.60
F 2.61 -3.99 3.55
```

The HOMO energy is -14.52 eV. Its maximum force is 2.88 eV/Å. For the frontier orbital gap, the calculation gives 7.81 eV. The energy above the lowest of the compared OMol25 structures with the same formula, charge and spin comes out at 0.00 kcal/mol. As for the net charge: +3.